8
Properties=species:S:1:pos:R:3:forces:R:3 method="wB97M-V/def2-TZVPD" spin_multiplicity=1 e_lumo_ev="1.645 / 1.645" mol_weight_da=362.96 e_homo_ha="-0.1760 / -0.1760" gap_ha="0.2365 / 0.2364" total_charge=-1
C -0.106 1.361 -0.015 0.79 2.37 0.87
O 0.046 -1.201 -1.474 -0.43 -0.28 -0.30
O 1.715 -0.906 0.256 -0.06 0.05 0.35
S -0.151 1.742 -1.616 0.24 -0.04 1.08
S 0.305 -0.877 -0.095 1.64 -0.86 -0.47
I -0.597 -3.121 1.064 -0.20 0.12 0.19
I -1.911 1.218 1.118 -0.50 0.20 0.27
H 0.699 1.784 0.762 -1.47 -1.57 -1.99